[1]
16
Properties=species:S:1:pos:R:3:forces:R:3 method="wB97M-V/def2-TZVPD" e_tot_ev=-9874.681 spin_multiplicity=1
C -0.031 -0.736 -0.177 1.48 2.21 2.08
C 1.846 1.166 -0.294 -0.11 0.05 -0.26
C 0.110 -2.051 0.520 0.73 0.32 0.05
C -0.944 0.263 0.325 -4.24 -0.07 -2.87
O 0.940 0.562 0.589 0.81 -2.43 -0.68
O -2.639 1.658 -0.098 -0.24 0.48 0.15
N -1.650 0.822 -0.629 0.81 -0.97 1.50
H -3.200 1.859 -0.858 0.27 -0.02 0.14
H 0.068 -0.747 -1.263 0.33 0.33 0.25
H -1.208 0.334 1.377 0.17 0.13 -0.11
H 2.738 0.539 -0.399 -0.01 0.15 -0.25
H 1.366 1.357 -1.267 0.23 -0.05 0.03
H 2.135 2.137 0.119 0.00 -0.11 0.05
H -0.016 -1.958 1.596 -0.09 0.05 -0.02
H 1.109 -2.449 0.330 -0.11 -0.15 -0.01
H -0.627 -2.756 0.128 -0.02 0.08 -0.06


[2]
16
Properties=species:S:1:pos:R:3:forces:R:3 method="wB97M-V/def2-TZVPD" e_tot_ev=-9878.099 spin_multiplicity=1
H -2.130 -1.592 0.506 0.13 0.29 0.16
N -1.653 -0.831 1.006 1.67 0.86 -1.37
C -0.763 -0.270 0.238 -1.45 -0.90 0.75
C -0.553 -0.711 -1.201 -0.31 -0.04 -0.09
O 0.508 -1.644 -1.258 0.30 -0.43 -0.26
C 0.071 0.869 0.834 0.08 -0.50 0.68
C 1.349 1.214 0.094 0.29 -0.13 -0.12
O 0.412 0.496 2.171 -0.55 -0.15 -0.07
H -0.332 0.143 -1.844 -0.09 0.16 0.00
H -1.466 -1.194 -1.566 -0.14 0.21 0.09
H 0.433 -2.132 -2.096 0.13 0.29 0.46
H -0.572 1.754 0.894 -0.12 0.07 -0.25
H 1.141 1.610 -0.904 0.01 -0.02 0.12
H 1.919 1.968 0.647 -0.28 -0.08 -0.03
H 1.999 0.339 -0.009 -0.20 0.05 0.00
H -0.362 -0.017 2.488 0.53 0.30 -0.07


[3]
16
Properties=species:S:1:pos:R:3:forces:R:3 method="wB97M-V/def2-TZVPD" e_tot_ev=-9879.357 spin_multiplicity=1 smiles="NC(=O)CCCO"
N 0.861 1.080 1.538 -0.06 0.37 -0.06
C 0.571 1.361 0.202 0.25 0.06 -0.18
O 1.426 1.890 -0.479 -0.25 -0.10 0.13
C -0.711 0.863 -0.441 0.00 0.03 0.04
C -0.440 -0.469 -1.167 0.06 -0.05 -0.03
C -0.347 -1.696 -0.258 -0.38 -0.04 -0.25
O 0.818 -1.764 0.532 0.07 0.19 0.20
H 0.153 1.145 2.260 -0.07 -0.06 -0.37
H 1.720 1.570 1.768 -0.09 -0.21 0.25
H -1.562 0.758 0.245 0.27 0.01 0.06
H -0.968 1.623 -1.186 0.02 -0.13 0.16
H -1.248 -0.638 -1.889 0.08 0.00 0.13
H 0.491 -0.373 -1.740 -0.14 -0.02 0.06
H -1.255 -1.754 0.368 0.12 0.01 -0.06
H -0.339 -2.591 -0.888 0.01 0.10 0.11
H 0.831 -1.005 1.136 0.12 -0.15 -0.17


[4]
16
Properties=species:S:1:pos:R:3:forces:R:3 method="wB97M-V/def2-TZVPD" e_tot_ev=-9878.082 spin_multiplicity=1 smiles=CC[C@H](O)C#N.O
C 2.829 -0.598 -0.077 1.19 -0.28 0.43
C 1.788 0.409 -0.395 -2.22 1.86 0.18
C 0.464 0.254 0.460 1.15 -0.81 -0.39
O 0.006 -1.065 0.260 -0.74 -0.12 -0.15
C -0.609 1.194 0.175 -3.57 3.88 -2.02
N -1.483 1.954 -0.114 3.60 -3.16 1.34
H 3.142 -0.721 0.967 -0.46 0.42 0.08
H 2.365 -1.531 -0.355 0.52 -0.63 -0.29
H 3.788 -0.377 -0.596 -0.80 -0.41 -0.12
H 2.038 1.469 -0.342 0.60 -0.01 0.29
H 1.476 0.284 -1.437 -0.04 -0.13 0.07
H 0.648 0.412 1.518 0.52 -0.12 0.35
H -0.924 -1.006 -0.035 0.24 -0.40 0.37
O -2.795 -1.116 -0.153 -0.72 -0.93 -2.02
H -3.602 -0.831 0.307 0.35 -0.11 -0.41
H -3.066 -1.480 -1.065 0.37 0.97 2.30


[5]
16
Properties=species:S:1:pos:R:3:forces:R:3 method="wB97M-V/def2-TZVPD" e_tot_ev=-9875.933 spin_multiplicity=1
C 0.144 -0.613 -2.120 0.19 -0.02 -0.19
C -0.511 0.123 -0.493 0.18 0.32 0.10
O -1.484 -0.700 -0.083 -0.05 -0.03 0.01
C 0.759 0.193 0.339 0.07 0.01 -0.02
C 0.490 0.764 1.740 0.02 -0.01 0.08
O 1.223 1.603 2.232 -0.23 -0.23 -0.16
N -0.574 0.207 2.367 0.02 0.12 0.02
H 0.856 -1.423 -1.944 -0.11 0.12 -0.02
H 0.667 0.300 -2.402 -0.10 -0.12 0.08
H -0.559 -0.857 -2.927 0.05 0.03 0.12
H -0.822 1.100 -0.902 0.04 -0.16 0.07
H -0.804 -0.915 -1.246 -0.06 -0.13 -0.13
H 1.149 -0.823 0.463 -0.04 0.14 0.01
H 1.523 0.824 -0.120 -0.12 -0.09 0.05
H -0.836 0.584 3.265 0.03 -0.05 -0.10
H -1.218 -0.368 1.830 0.12 0.10 0.09


[6]
16
Properties=species:S:1:pos:R:3:forces:R:3 method="wB97M-V/def2-TZVPD" e_tot_ev=-9877.026 spin_multiplicity=1
H 1.658 -1.879 0.322 -0.06 0.24 -0.06
N 2.141 -1.472 -0.484 0.24 -0.40 -0.02
C 2.041 -0.228 -0.579 -1.56 0.65 0.98
C 1.297 0.742 0.501 5.24 0.08 -0.77
O 1.410 1.933 0.336 -1.48 -0.73 0.00
O 1.268 0.196 1.740 -1.11 0.14 0.70
H 2.486 0.285 -1.428 -0.05 0.23 0.10
H 1.972 -0.436 1.941 -0.21 0.04 -0.61
C -1.191 -0.255 -0.001 1.55 0.54 -1.82
C -2.405 0.492 -0.518 -0.06 -0.29 -0.10
H -1.020 -1.190 -0.535 -0.46 -0.33 0.09
H -1.291 -0.470 1.061 0.66 0.31 0.00
H -0.206 0.294 -0.403 -2.55 -0.83 1.47
H -2.307 0.724 -1.578 0.06 0.22 0.03
H -3.292 -0.137 -0.437 -0.12 0.06 0.17
H -2.561 1.401 0.061 -0.08 0.08 -0.16


[7]
16
Properties=species:S:1:pos:R:3:forces:R:3 method="wB97M-V/def2-TZVPD" e_tot_ev=-9877.234 spin_multiplicity=1 smiles="NCC=O.C=CO"
N -0.849 -0.262 -0.621 -0.90 0.01 0.39
C -1.486 1.035 -0.896 0.70 -0.11 0.28
C -2.303 0.963 -2.158 -0.03 0.26 0.32
O -2.919 1.899 -2.589 -0.06 -0.10 -0.18
H -0.318 -0.194 0.242 0.29 0.14 -0.20
H -1.619 -0.874 -0.355 0.19 -0.30 -0.22
H -0.697 1.778 -1.049 -0.11 0.06 -0.06
H -2.112 1.408 -0.075 -0.09 0.05 -0.16
H -2.299 -0.029 -2.641 -0.05 -0.07 -0.22
C 1.901 -1.490 2.186 0.16 -0.39 0.01
C 2.288 -0.780 1.130 -0.60 -0.23 0.84
O 1.682 0.421 0.875 0.83 0.28 -0.03
H 2.101 -2.554 2.221 0.62 0.17 0.17
H 1.368 -1.089 3.039 -0.51 0.16 -0.42
H 3.093 -1.130 0.496 -0.39 0.06 -0.56
H 2.170 0.898 0.194 -0.04 -0.01 0.05


[8]
16
Properties=species:S:1:pos:R:3:forces:R:3 method="wB97M-V/def2-TZVPD" e_tot_ev=-9877.597 spin_multiplicity=1
C 0.341 -0.497 1.778 0.07 0.00 0.14
C -0.014 0.160 0.449 -0.10 0.01 0.10
C 1.251 0.410 -0.398 0.02 -0.30 0.38
O 1.097 1.374 -1.407 -0.20 -0.02 -0.13
N -0.981 -0.664 -0.288 -0.06 -0.43 0.24
C -2.105 -0.032 -1.896 -0.29 1.38 -1.91
O -1.608 0.948 -2.241 -0.64 -0.62 -0.06
H -0.573 -0.725 2.334 0.15 0.03 -0.01
H 0.980 0.144 2.392 -0.06 -0.06 -0.04
H 0.873 -1.440 1.597 -0.07 0.14 0.06
H -0.467 1.146 0.615 -0.04 -0.19 0.02
H 2.048 0.791 0.254 -0.21 -0.12 -0.03
H 1.609 -0.555 -0.802 -0.12 0.13 0.02
H 0.261 1.214 -1.866 0.18 0.04 0.02
H -0.714 -1.634 -0.396 0.13 -0.04 0.09
H -2.000 -0.638 -0.125 1.26 0.06 1.11


[9]
16
Properties=species:S:1:pos:R:3:forces:R:3 method="wB97M-V/def2-TZVPD" e_tot_ev=-9874.431 spin_multiplicity=1
C 1.963 1.215 -0.557 -0.09 0.43 -0.21
C 0.756 -0.849 0.302 2.50 0.60 -0.60
O 1.052 0.123 -0.848 1.80 -1.11 1.30
N 1.395 -0.684 1.369 -0.53 0.02 -1.16
H 1.387 -1.490 1.985 -0.36 -0.01 0.06
H 0.344 -1.753 -0.144 -0.34 0.32 0.15
H 1.350 2.048 -0.217 0.08 0.15 -0.02
H 2.479 1.455 -1.485 -0.24 0.00 -0.08
H 2.724 1.030 0.193 -0.29 -0.61 0.15
C -2.468 -0.598 -0.174 -0.17 0.09 -0.01
C -1.301 0.312 0.144 0.91 1.25 -1.85
O -1.340 1.178 0.990 -0.56 -0.05 0.66
H -0.094 0.499 -0.770 -2.65 -0.93 1.37
H -2.444 -0.843 -1.240 -0.02 -0.05 0.09
H -3.418 -0.113 0.062 0.00 -0.07 0.14
H -2.385 -1.530 0.388 -0.04 -0.02 0.04


[10]
16
Properties=species:S:1:pos:R:3:forces:R:3 method="wB97M-V/def2-TZVPD" e_tot_ev=-9876.584 spin_multiplicity=1
C -1.673 1.578 -0.209 0.32 -1.35 0.21
C 1.293 -1.346 0.296 -0.09 -0.03 -0.01
C -0.666 2.549 0.065 1.32 -0.88 0.62
C -0.174 -1.015 -0.030 -0.25 -0.26 -0.10
N 1.766 -2.639 -0.153 -0.12 0.00 -0.02
O -0.521 0.160 0.460 -0.86 0.04 -0.32
O -0.897 -1.752 -0.667 0.18 0.23 0.01
H 1.244 -3.375 0.312 0.03 0.05 -0.05
H 1.569 -2.749 -1.143 -0.01 0.00 0.08
H -1.815 1.212 -1.220 -0.08 -0.08 0.16
H -2.493 1.436 0.485 0.07 -0.12 -0.15
H 1.424 -1.261 1.377 0.00 0.02 -0.06
H 1.908 -0.557 -0.149 -0.06 -0.03 0.04
H -0.156 2.986 -0.787 -0.14 0.11 0.02
H -0.823 3.200 0.918 -0.06 0.08 -0.13
H 0.014 1.573 0.444 -0.24 2.20 -0.31


[11]
16
Properties=species:S:1:pos:R:3:forces:R:3 method="wB97M-V/def2-TZVPD" e_tot_ev=-9875.153 spin_multiplicity=1
C 1.176 1.304 0.688 1.03 -2.83 0.00
C 1.435 -0.869 -0.881 -0.01 0.82 1.05
O 1.827 2.081 -0.223 -0.52 -0.48 -0.27
N 0.675 -0.317 -0.022 0.20 2.20 -0.56
H 1.177 2.425 -0.854 0.18 0.04 0.12
H 1.868 0.897 1.416 0.23 0.38 0.03
H 0.355 1.812 1.189 -0.59 -0.68 -0.45
H 0.994 -1.412 -1.725 -0.09 -0.45 0.54
H 2.525 -0.780 -0.819 -0.11 0.39 -0.41
C -1.919 -1.135 0.641 1.01 -0.50 0.04
C -1.228 -0.290 -0.424 -2.34 2.20 -0.63
O -1.535 -0.443 -1.627 1.32 -0.42 1.10
H -1.112 0.782 -0.035 -0.27 -0.66 -0.54
H -1.455 -2.124 0.650 -0.20 -0.10 0.11
H -2.976 -1.244 0.395 0.15 0.14 -0.09
H -1.806 -0.688 1.631 -0.01 -0.06 -0.03


[12]
16
Properties=species:S:1:pos:R:3:forces:R:3 method="wB97M-V/def2-TZVPD" e_tot_ev=-9879.327 spin_multiplicity=1 smiles="NC(=O)CCCO"
N -1.675 -0.961 -0.091 -0.10 0.01 0.00
C -1.395 -0.260 1.042 -0.05 -0.10 0.20
O -2.054 -0.378 2.064 0.17 0.02 -0.33
C -0.149 0.619 1.011 -0.04 0.06 0.23
C 1.103 -0.052 0.442 0.06 -0.12 0.23
C 1.276 -0.024 -1.083 0.24 -0.22 -0.23
O 0.149 0.443 -1.805 -0.25 0.22 -0.19
H -2.502 -1.540 -0.065 0.09 0.15 -0.05
H -1.293 -0.666 -0.980 -0.03 -0.02 0.18
H -0.360 1.563 0.506 -0.13 0.00 -0.13
H 0.017 0.879 2.059 0.04 -0.05 -0.11
H 1.976 0.416 0.896 0.03 0.07 0.02
H 1.113 -1.087 0.787 0.01 -0.04 -0.01
H 2.157 0.555 -1.371 -0.02 0.06 0.10
H 1.433 -1.023 -1.477 0.13 -0.22 0.13
H 0.188 1.399 -1.844 -0.14 0.16 -0.03


[13]
16
Properties=species:S:1:pos:R:3:forces:R:3 method="wB97M-V/def2-TZVPD" e_tot_ev=-9876.485 spin_multiplicity=1
N 1.385 0.569 1.392 0.07 -0.09 0.09
C 1.445 -0.711 0.925 0.28 -0.12 -0.06
O 1.933 -1.636 1.550 -0.06 0.25 0.03
C 0.827 -0.881 -0.444 0.77 -0.16 -0.20
C -1.630 -0.125 -0.223 -1.77 1.60 0.49
C -1.225 0.967 -1.059 1.34 -0.20 -0.90
O -0.296 1.734 -0.785 -0.69 0.67 -0.30
H 1.850 0.783 2.261 -0.12 -0.04 -0.09
H 0.932 1.300 0.854 0.18 -0.18 0.06
H 1.571 -1.065 -1.209 0.64 -0.37 0.15
H 0.188 -1.776 -0.424 0.01 0.55 -0.13
H -2.124 -1.024 -0.625 -0.38 1.03 0.00
H -1.205 -0.261 0.771 -0.05 0.43 -0.29
H -1.759 0.983 -2.022 0.05 0.33 -0.10
H -2.325 1.050 -0.212 -0.69 -2.50 1.10
H 0.434 0.093 -0.749 0.40 -1.20 0.16


[14]
16
Properties=species:S:1:pos:R:3:forces:R:3 method="wB97M-V/def2-TZVPD" e_tot_ev=-9876.176 spin_multiplicity=1
C -2.882 -0.091 -0.085 -0.26 -0.07 -0.02
N -2.447 1.230 -0.478 -0.13 -0.08 0.08
C 3.283 -1.029 0.326 -0.89 0.73 0.28
C -1.238 1.567 -0.484 0.18 0.20 -0.28
C 0.015 0.759 -0.135 -0.86 2.79 -2.05
O 0.044 -0.517 -0.739 -0.29 1.72 2.82
O 0.760 1.248 0.645 1.15 -0.45 0.30
H -3.054 -0.729 -0.956 -0.07 0.19 -0.03
H -2.193 -0.625 0.564 0.22 -0.15 0.27
H -3.818 0.012 0.471 0.10 -0.05 -0.20
H 3.262 -1.560 -0.623 0.30 0.01 0.10
H 3.256 -1.693 1.188 0.40 -0.09 -0.13
H 2.382 -0.424 0.397 -0.25 -0.29 -0.14
H 4.032 -0.247 0.402 0.66 -0.47 -0.09
H -1.003 2.610 -0.676 0.05 0.04 -0.14
H -0.400 -0.510 0.183 -0.30 -4.03 -0.80


[15]
16
Properties=species:S:1:pos:R:3:forces:R:3 method="wB97M-V/def2-TZVPD" e_tot_ev=-9878.585 spin_multiplicity=1 smiles="C[C@H](O)CNC=O"
C -1.820 -1.134 -0.290 -0.44 1.04 -0.86
C -0.378 -0.715 -0.416 1.68 -0.12 -1.19
O 0.584 -1.498 0.362 -1.44 0.33 0.55
C -0.165 0.785 -0.132 0.86 -0.86 0.08
N 1.276 1.056 -0.311 -0.32 -0.15 1.15
C 1.944 1.587 0.770 0.78 0.49 -1.19
O 1.486 2.392 1.539 -0.59 -0.17 0.55
H -2.256 -0.680 0.603 -0.01 -0.67 0.30
H -2.361 -0.621 -1.094 0.11 0.08 -0.03
H -2.072 -2.178 -0.487 0.38 -0.09 0.61
H 0.075 -0.902 -1.399 -0.98 0.13 -0.49
H 0.028 -2.175 0.765 0.44 -0.10 0.25
H -0.447 0.881 0.918 0.16 0.70 -0.03
H -0.690 1.489 -0.775 -0.61 -0.41 0.08
H 1.777 0.364 -0.857 -0.01 0.07 0.34
H 3.019 1.347 0.803 -0.01 -0.26 -0.13


[16]
16
Properties=species:S:1:pos:R:3:forces:R:3 method="wB97M-V/def2-TZVPD" e_tot_ev=-9877.397 spin_multiplicity=1 smiles=COCCO.C#N
C -0.505 0.786 -1.586 0.03 0.13 -0.21
O -1.052 0.226 -0.406 -0.03 -0.03 0.04
C -0.724 -1.138 -0.216 0.01 -0.22 -0.01
C 0.597 -1.360 0.513 -0.24 -0.16 0.17
O 1.718 -0.837 -0.165 0.07 0.20 0.08
H 0.589 0.776 -1.578 -0.18 0.03 -0.04
H -0.852 0.236 -2.474 0.02 0.07 0.14
H -0.858 1.818 -1.643 0.04 -0.15 -0.01
H -1.533 -1.569 0.388 0.13 0.01 -0.08
H -0.710 -1.659 -1.185 0.03 0.08 0.09
H 0.528 -0.955 1.534 0.02 -0.03 -0.17
H 0.749 -2.443 0.607 -0.03 0.12 0.00
H 1.823 0.088 0.104 0.03 -0.15 -0.06
C 0.187 1.859 1.396 0.97 0.19 -0.36
N 1.245 2.070 0.987 -1.00 -0.19 0.48
H -0.799 1.639 1.752 0.12 0.09 -0.05


| no. | lowest unoccupied orbital energy (eV) | Kohn-Sham gap (eV) | HOMO (eV) |
| --- | --- | --- | --- |
| 1 | 1.04 | 9.355 | -8.32 |
| 2 | 0.49 | 10.464 | -9.98 |
| 3 | 0.70 | 10.804 | -10.10 |
| 4 | 0.51 | 10.863 | -10.36 |
| 5 | 0.68 | 10.313 | -9.64 |
| 6 | 0.13 | 10.104 | -9.98 |
| 7 | 0.61 | 9.878 | -9.27 |
| 8 | 0.97 | 10.158 | -9.19 |
| 9 | 0.49 | 7.635 | -7.14 |
| 10 | 0.20 | 9.380 | -9.18 |
| 11 | 0.14 | 8.402 | -8.26 |
| 12 | 0.60 | 10.087 | -9.49 |
| 13 | 0.62 | 10.099 | -9.48 |
| 14 | 0.14 | 10.118 | -9.98 |
| 15 | 0.76 | 10.494 | -9.73 |
| 16 | 0.89 | 10.464 | -9.58 |